# 1
{"formula": "C42H45AsGeN2O3S4SbSeW", "method": "the ωB97M-V functional and the def2-TZVPD basis", "elements": ["W", "C", "O", "C", "C", "C", "C", "C", "C", "N", "N", "C", "C", "O", "C", "C", "C", "C", "C", "C", "C", "C", "H", "H", "H", "H", "H", "H", "H", "H", "H", "H", "H", "H", "H", "S", "As", "S", "S", "S", "C", "C", "O", "H", "H", "H", "C", "C", "C", "C", "C", "C", "Sb", "C", "C", "C", "C", "C", "C", "C", "C", "C", "C", "C", "C", "H", "H", "H", "H", "H", "H", "H", "H", "H", "H", "H", "H", "H", "H", "H", "C", "Ge", "C", "C", "C", "Se", "C", "H", "H", "H", "H", "H", "H", "H", "H", "H", "H", "H", "H", "H", "H"], "xyz": [[0.69, 1.17, -1.35], [0.94, 1.83, 2.90], [0.39, 1.10, 1.83], [-0.64, 0.27, 2.08], [-0.96, -0.12, 3.37], [-2.03, -0.97, 3.62], [-2.75, -1.44, 2.54], [-2.42, -1.07, 1.25], [-1.37, -0.18, 0.95], [-1.04, 0.16, -0.40], [-2.02, -0.40, -1.16], [-1.79, -0.95, -2.35], [-0.51, -1.12, -2.91], [0.57, -0.66, -2.28], [-0.34, -1.80, -4.13], [-1.42, -2.29, -4.81], [-2.74, -2.13, -4.31], [-3.86, -2.61, -5.01], [-5.13, -2.43, -4.52], [-5.32, -1.74, -3.31], [-4.25, -1.26, -2.61], [-2.93, -1.45, -3.08], [0.15, 2.30, 3.49], [1.57, 2.59, 2.44], [1.55, 1.20, 3.55], [-0.35, 0.23, 4.19], [-2.25, -1.28, 4.63], [-3.58, -2.12, 2.69], [-2.98, -1.48, 0.42], [0.67, -1.88, -4.52], [-1.28, -2.80, -5.76], [-3.71, -3.13, -5.95], [-5.99, -2.80, -5.07], [-6.33, -1.59, -2.93], [-4.38, -0.72, -1.68], [1.38, 3.53, -2.31], [0.72, 2.04, -3.70], [-1.26, 1.85, -2.97], [2.92, 0.57, -1.97], [1.58, 1.41, -5.46], [4.20, 2.71, -0.70], [3.34, 1.46, -0.45], [2.05, 1.78, 0.03], [4.27, 3.28, 0.23], [3.78, 3.33, -1.48], [5.21, 2.40, -0.98], [5.50, -0.86, 2.49], [5.50, -1.26, 1.17], [4.81, -0.53, 0.21], [4.09, 0.61, 0.57], [4.12, 1.02, 1.90], [4.81, 0.30, 2.85], [1.59, -1.74, 0.58], [2.56, -3.45, -0.28], [3.24, -4.40, 0.49], [3.90, -5.46, -0.11], [3.90, -5.59, -1.49], [3.23, -4.65, -2.27], [2.57, -3.59, -1.67], [1.29, -2.64, 2.52], [1.92, -2.11, 3.64], [1.64, -2.58, 4.92], [0.71, -3.60, 5.09], [0.06, -4.13, 3.98], [0.35, -3.66, 2.71], [6.02, -1.43, 3.24], [6.03, -2.16, 0.87], [4.78, -0.86, -0.82], [3.58, 1.92, 2.18], [4.81, 0.63, 3.89], [3.24, -4.30, 1.58], [4.43, -6.18, 0.51], [4.42, -6.41, -1.96], [3.23, -4.75, -3.35], [2.06, -2.86, -2.28], [2.65, -1.32, 3.52], [2.15, -2.16, 5.78], [0.48, -3.96, 6.08], [-0.67, -4.92, 4.11], [-0.17, -4.07, 1.86], [-5.01, 3.46, 2.59], [-3.94, 3.43, 0.95], [-4.15, 5.15, 0.02], [-4.46, 1.95, -0.21], [-2.06, 3.12, 1.43], [-0.91, 3.39, -0.12], [0.20, 4.75, 0.69], [-6.07, 3.59, 2.35], [-4.70, 4.28, 3.24], [-4.90, 2.52, 3.14], [-5.15, 5.21, -0.43], [-3.41, 5.23, -0.78], [-4.03, 5.98, 0.71], [-5.49, 2.03, -0.54], [-4.33, 1.00, 0.33], [-3.81, 1.91, -1.09], [-1.99, 2.07, 1.72], [-1.71, 3.72, 2.26], [-0.43, 5.60, 0.97], [0.91, 5.07, -0.07], [0.73, 4.37, 1.56]], "orbital_gap_ev": [5.5904, 6.4069], "s_squared": 2.0525, "spin_multiplicity": 3, "total_charge": -1}

=====

# 2
{"formula": "C24H24ClLuN7O4", "method": "the ωB97M-V functional and the def2-TZVPD basis", "elements": ["Lu", "C", "C", "N", "N", "C", "O", "C", "C", "C", "C", "C", "C", "C", "C", "C", "C", "C", "N", "H", "H", "H", "H", "H", "H", "H", "H", "H", "H", "H", "H", "C", "C", "O", "N", "C", "C", "C", "C", "C", "C", "N", "H", "H", "H", "H", "H", "H", "H", "H", "H", "H", "N", "C", "O", "N", "O", "Cl", "C", "H", "H"], "xyz": [[7.26, 8.66, 11.45], [10.62, 5.43, 10.64], [9.60, 6.55, 10.55], [9.24, 7.29, 11.52], [9.87, 7.05, 12.71], [9.36, 7.83, 13.64], [8.48, 8.70, 13.41], [9.77, 7.49, 15.02], [10.88, 6.73, 15.34], [11.17, 6.39, 16.67], [10.34, 6.86, 17.68], [9.26, 7.66, 17.34], [9.01, 8.00, 16.03], [8.78, 6.60, 9.29], [8.87, 5.64, 8.25], [8.22, 5.80, 7.05], [7.55, 7.02, 6.83], [7.55, 7.94, 7.88], [8.07, 7.67, 9.08], [11.45, 5.71, 11.24], [10.97, 5.22, 9.64], [10.11, 4.56, 11.09], [11.52, 6.36, 14.55], [11.93, 5.70, 16.93], [10.55, 6.61, 18.71], [8.65, 8.13, 18.08], [8.22, 8.67, 15.80], [9.45, 4.75, 8.53], [8.28, 5.00, 6.33], [7.07, 7.30, 5.93], [7.05, 8.89, 7.81], [5.78, 12.78, 11.61], [6.58, 11.87, 12.54], [6.80, 10.73, 12.29], [7.00, 12.42, 13.69], [7.74, 11.70, 14.70], [9.21, 12.16, 14.83], [10.14, 11.27, 15.29], [11.42, 11.72, 15.44], [11.78, 13.03, 15.08], [10.72, 13.87, 14.76], [9.47, 13.43, 14.58], [4.91, 12.27, 11.27], [6.31, 13.03, 10.72], [5.47, 13.66, 12.17], [6.83, 13.39, 13.86], [7.72, 10.60, 14.50], [7.23, 11.76, 15.66], [9.87, 10.24, 15.35], [12.16, 10.98, 15.70], [12.82, 13.39, 15.10], [10.86, 14.91, 14.42], [5.04, 8.77, 14.27], [5.64, 8.61, 13.32], [6.71, 10.26, 9.57], [7.76, 10.96, 9.58], [8.64, 10.45, 10.29], [6.27, 5.80, 11.40], [5.61, 7.29, 10.46], [4.59, 7.24, 10.72], [5.74, 6.96, 9.42]], "orbital_gap_ev": 7.3118, "spin_multiplicity": 1, "total_charge": -1}

=====

# 3
{"formula": "C3H4FIO", "method": "the ωB97M-V functional and the def2-TZVPD basis", "elements": ["C", "C", "C", "O", "F", "I", "H", "H", "H", "H"], "xyz": [[-1.38, 1.73, 0.13], [1.11, -0.93, -0.20], [1.81, -0.07, 0.49], [-0.82, 2.43, 0.91], [1.48, 0.50, 1.63], [3.65, 0.70, -0.35], [-0.89, 0.90, -0.28], [-2.32, 1.90, -0.27], [1.58, -1.34, -0.97], [0.04, -1.08, 0.14]], "orbital_gap_ev": [6.8974, 7.2793], "s_squared": 2.0054, "spin_multiplicity": 3}

=====

# 4
{"formula": "CH3NS", "method": "the ωB97M-V functional and the def2-TZVPD basis", "elements": ["N", "C", "S", "H", "H", "H"], "xyz": [[0.27, -0.55, 0.35], [-0.29, 0.52, -0.21], [-1.00, 0.61, -1.65], [0.79, -0.58, 1.15], [0.35, -1.39, -0.17], [-0.13, 1.38, 0.54]], "orbital_gap_ev": 9.4785, "spin_multiplicity": 1, "smiles": "NC=S"}

=====

Repeat the fourth record exactly.
{"formula": "CH3NS", "method": "the ωB97M-V functional and the def2-TZVPD basis", "elements": ["N", "C", "S", "H", "H", "H"], "xyz": [[0.27, -0.55, 0.35], [-0.29, 0.52, -0.21], [-1.00, 0.61, -1.65], [0.79, -0.58, 1.15], [0.35, -1.39, -0.17], [-0.13, 1.38, 0.54]], "orbital_gap_ev": 9.4785, "spin_multiplicity": 1, "smiles": "NC=S"}